Entry from the Open Molecules 2025 dataset: C52H141AsF8KN12NiO18S2 as an isolated structure at a distorted geometry (ωB97M-V/def2-TZVPD).

Each line ends with the Mulliken spin population.
Element x y z (Å)
Ni (0.7407, 2.4761, -1.8292)  1.75
K (4.8749, -2.2250, -0.9205)  0.00
As (4.5022, 2.2090, -1.2715)  0.01
F (4.5897, 2.2187, -3.0551)  0.00
F (6.2942, 2.0963, -1.1165)  0.00
F (4.3080, 2.2477, 0.5218)  0.00
F (2.6733, 2.4109, -1.3975)  -0.01
F (4.2015, 0.4271, -1.2470)  0.00
F (4.7365, 4.0300, -1.2348)  0.00
N (0.0893, 0.9105, -0.8438)  0.01
S (0.5162, -0.1429, 0.2165)  0.01
O (1.3426, -1.2433, -0.3126)  0.00
O (-0.2777, -0.3030, 1.4183)  0.01
F (1.7184, 0.8724, 0.7698)  0.00
S (-1.4391, 0.1121, -1.0508)  0.00
O (-2.6009, 0.8535, -0.6335)  0.00
O (-1.5560, -1.3478, -1.0791)  0.01
F (-1.5073, 0.3277, -2.6297)  0.00
C (-9.0841, 1.3192, -2.1007)  0.00
C (-8.1434, 0.3878, -2.8966)  0.00
C (-7.2005, 1.3389, -3.6897)  0.00
C (-6.0799, 0.6405, -4.3603)  0.00
C (-5.2392, -0.0287, -3.2644)  0.00
C (-6.0241, -1.0205, -2.3411)  0.00
N (-7.3080, -0.3797, -1.9760)  0.00
O (-8.0430, -1.0715, -1.0839)  0.00
C (-6.1746, -2.4031, -3.0091)  0.00
C (-5.1355, -1.1323, -1.0608)  0.00
C (-8.9728, -0.4662, -3.8766)  0.00
H (-9.4407, 2.1829, -2.6620)  0.00
H (-8.4994, 1.7952, -1.3135)  0.00
H (-9.9298, 0.8589, -1.5897)  0.00
H (-7.7797, 1.7878, -4.4967)  0.00
H (-6.8469, 2.1844, -3.0997)  0.00
H (-5.3940, 1.3014, -4.8903)  0.00
H (-6.3209, -0.2066, -5.0025)  0.00
H (-4.7297, 0.7120, -2.6480)  0.00
H (-4.3887, -0.4461, -3.8035)  0.00
H (-7.0715, -2.8886, -2.6245)  0.00
H (-6.1952, -2.3805, -4.0986)  0.00
H (-5.3557, -3.0662, -2.7301)  0.00
H (-5.4519, -1.8920, -0.3460)  0.00
H (-4.1587, -1.4304, -1.4417)  0.00
H (-4.8778, -0.2244, -0.5154)  0.00
H (-9.1329, 0.0979, -4.7954)  0.00
H (-9.9777, -0.6344, -3.4893)  0.00
H (-8.4890, -1.4184, -4.0946)  0.00
H (-7.7300, -0.6068, -0.3044)  0.00
C (-2.9534, -6.5071, -3.6119)  0.00
O (-3.7869, -6.8830, -2.5403)  0.00
H (-3.2850, -6.8433, -4.5943)  0.00
H (-2.9900, -5.4177, -3.6002)  0.00
H (-1.9268, -6.7853, -3.3738)  0.00
H (-4.6939, -6.8270, -2.8499)  0.00
C (0.4442, -3.1137, 3.3481)  0.00
O (1.0347, -3.2165, 2.0172)  0.00
H (0.0853, -2.1262, 3.6380)  0.00
H (-0.3134, -3.8767, 3.5267)  0.00
H (1.2917, -3.1680, 4.0314)  0.00
H (0.3293, -3.4389, 1.4052)  0.00
C (-2.6228, 2.8320, -6.9397)  0.00
O (-1.5269, 2.0351, -6.5672)  0.00
H (-3.4305, 2.7403, -6.2136)  0.00
H (-2.2842, 3.8547, -7.1058)  0.00
H (-3.0243, 2.4345, -7.8718)  0.00
H (-1.0855, 1.6688, -7.3370)  0.00
C (4.8701, -0.2002, 2.3374)  0.00
C (4.8249, -1.7214, 2.6508)  0.00
C (4.7810, -2.1310, 4.1699)  0.00
O (5.7528, -1.4877, 4.9184)  0.00
C (6.9604, -2.0721, 4.9083)  0.00
N (3.7991, -2.4386, 1.8841)  0.00
H (3.9540, 0.3650, 2.5090)  0.00
H (5.1792, 0.0497, 1.3224)  0.00
H (5.6433, 0.1798, 3.0051)  0.00
H (5.7560, -2.1653, 2.2986)  0.00
H (4.6849, -3.2004, 4.3579)  0.00
H (3.8619, -1.7078, 4.5752)  0.00
H (7.6095, -1.3694, 5.4306)  0.00
H (7.4169, -2.0956, 3.9187)  0.00
H (7.1028, -3.0393, 5.3904)  0.00
H (3.9659, -3.4294, 1.9871)  0.00
H (2.8767, -2.4481, 2.2955)  0.00
C (-3.2230, -2.3330, 1.8736)  0.00
C (-2.8657, -3.6687, 1.1938)  0.00
C (-4.0120, -4.2347, 0.3321)  0.00
O (-5.2670, -4.0504, 0.9913)  0.00
C (-6.3489, -4.4495, 0.2010)  0.00
N (-1.5316, -3.7061, 0.5014)  0.00
H (-3.0663, -1.4158, 1.3059)  0.00
H (-2.6162, -2.0491, 2.7334)  0.00
H (-4.2476, -2.2735, 2.2406)  0.00
H (-2.7365, -4.3484, 2.0360)  0.00
H (-3.8605, -5.2831, 0.0752)  0.00
H (-4.0206, -3.7212, -0.6293)  0.00
H (-6.8657, -5.2728, 0.6941)  0.00
H (-6.1158, -4.9637, -0.7313)  0.00
H (-7.0726, -3.6357, 0.1552)  0.00
H (-1.4963, -2.9314, -0.1456)  0.00
H (-1.3917, -4.5181, -0.0827)  0.00
C (6.7835, -6.8486, -0.5446)  0.00
C (6.0051, -5.6497, -0.9824)  0.00
C (4.4447, -5.8268, -0.9909)  0.00
O (3.6832, -4.6543, -1.3468)  0.00
C (2.2802, -4.7945, -1.0488)  0.00
N (6.3890, -4.6636, -0.0203)  0.00
H (6.5312, -7.2956, 0.4170)  0.00
H (7.8242, -6.5533, -0.4109)  0.00
H (6.8152, -7.6884, -1.2388)  0.00
H (6.3071, -5.3177, -1.9757)  0.00
H (4.1881, -6.0998, 0.0327)  0.00
H (4.2384, -6.6431, -1.6832)  0.00
H (2.0491, -4.8548, 0.0147)  0.00
H (1.8402, -5.6804, -1.5067)  0.00
H (1.8678, -3.8454, -1.3913)  0.00
H (7.3896, -4.5907, 0.0961)  0.00
H (6.1930, -4.9080, 0.9399)  0.00
C (1.9158, 3.2983, 3.2577)  0.00
C (2.3726, 4.6208, 2.8202)  0.00
C (3.3811, 5.2238, 3.8646)  0.00
O (3.7617, 6.5684, 3.5857)  0.00
C (4.5944, 7.1513, 4.6073)  0.00
N (2.9690, 4.4297, 1.5007)  0.00
H (1.0573, 3.0053, 2.6533)  0.00
H (1.4857, 3.2285, 4.2568)  0.00
H (2.6465, 2.5048, 3.1015)  0.00
H (1.5215, 5.3007, 2.7829)  0.00
H (4.2996, 4.6409, 3.7952)  0.00
H (2.8798, 5.2003, 4.8322)  0.00
H (4.0387, 7.2252, 5.5421)  0.00
H (4.7554, 8.2108, 4.4081)  0.00
H (5.5428, 6.6424, 4.7795)  0.00
H (3.4915, 5.2671, 1.2868)  0.00
H (3.6790, 3.7121, 1.4698)  0.00
C (-0.1202, -3.7106, -3.6217)  0.00
C (-0.8403, -3.7878, -4.9612)  0.00
C (-1.9050, -2.6601, -5.1345)  0.00
O (-2.4607, -2.7962, -6.4669)  0.00
C (-3.5329, -1.9324, -6.6858)  0.00
N (0.0734, -3.7342, -6.0915)  0.00
H (0.7385, -4.3801, -3.5708)  0.00
H (-0.8611, -3.9634, -2.8632)  0.00
H (0.2367, -2.6844, -3.5349)  0.00
H (-1.2355, -4.8011, -5.0325)  0.00
H (-1.5206, -1.6518, -4.9807)  0.00
H (-2.6211, -2.9214, -4.3554)  0.00
H (-3.7016, -2.1322, -7.7439)  0.00
H (-3.1052, -0.9349, -6.5845)  0.00
H (-4.3338, -2.2255, -6.0070)  0.00
H (0.4204, -2.7903, -5.9979)  0.00
H (-0.5646, -3.6784, -6.8725)  0.00
C (1.8735, 4.2922, -5.6125)  0.00
C (1.1808, 3.4815, -4.5464)  -0.01
C (1.8086, 2.0875, -4.5243)  0.00
O (1.2422, 1.3608, -3.4459)  0.03
C (1.4851, -0.0657, -3.5047)  0.00
N (1.2932, 4.1063, -3.1947)  0.08
H (1.5195, 5.3229, -5.6316)  0.00
H (1.6856, 3.8652, -6.5977)  0.00
H (2.9387, 4.2069, -5.3973)  0.00
H (0.1234, 3.3902, -4.7950)  0.00
H (2.8926, 2.1374, -4.4221)  0.00
H (1.6275, 1.4817, -5.4122)  0.00
H (0.8435, -0.6208, -2.8203)  0.00
H (2.4987, -0.3463, -3.2185)  0.00
H (1.2990, -0.4428, -4.5103)  0.00
H (0.7802, 4.9701, -3.2984)  0.00
H (2.2778, 4.3291, -3.2273)  0.00
C (9.6679, 0.2154, 2.7291)  0.00
C (8.5960, 0.9874, 1.9753)  0.00
C (8.7743, 2.4460, 2.3085)  0.00
O (7.7919, 3.2983, 1.7268)  0.00
C (6.5166, 3.3342, 2.3207)  0.00
N (8.7576, 0.7601, 0.5507)  0.00
H (10.6668, 0.6288, 2.5898)  0.00
H (9.7711, -0.8363, 2.4620)  0.00
H (9.3815, 0.1269, 3.7771)  0.00
H (7.6312, 0.6546, 2.3580)  0.00
H (9.7317, 2.8022, 1.9281)  0.00
H (8.9040, 2.4331, 3.3907)  0.00
H (6.1471, 2.3225, 2.1535)  0.00
H (5.8628, 4.0353, 1.8020)  0.00
H (6.4946, 3.6048, 3.3764)  0.00
H (8.2416, 1.5149, 0.1215)  0.00
H (9.7021, 0.8232, 0.1986)  0.00
C (-0.8694, 5.1482, 0.9032)  0.00
C (-0.6910, 3.9719, 0.0064)  -0.02
C (-1.6401, 4.1669, -1.1665)  0.01
O (-1.2158, 3.1417, -2.1514)  0.01
C (-2.0994, 3.1784, -3.2722)  0.00
N (0.6599, 4.0262, -0.4356)  0.10
H (-0.2758, 4.9522, 1.7961)  0.00
H (-1.8683, 5.4493, 1.2191)  0.00
H (-0.4457, 6.0235, 0.4109)  0.00
H (-0.9329, 3.0453, 0.5269)  0.00
H (-1.6810, 5.1601, -1.6137)  0.00
H (-2.6032, 4.0184, -0.6781)  0.00
H (-3.1384, 2.9456, -3.0389)  0.00
H (-1.7237, 2.4499, -3.9906)  0.00
H (-2.1601, 4.0952, -3.8586)  0.00
H (1.1313, 4.0329, 0.4576)  -0.01
H (0.7145, 5.0057, -0.6758)  0.00
C (0.8638, 1.1599, 10.1939)  0.00
C (2.0934, 1.0364, 9.3322)  0.00
C (1.7252, 1.3387, 7.8779)  0.00
O (1.6767, 0.2046, 7.0908)  0.00
C (1.8673, 0.3671, 5.7049)  0.00
N (3.0832, 1.9351, 9.7975)  0.00
H (0.1167, 0.4096, 9.9353)  0.00
H (0.4824, 2.1810, 10.1968)  0.00
H (0.9749, 0.9591, 11.2594)  0.00
H (2.4560, 0.0090, 9.3640)  0.00
H (2.6187, 1.8323, 7.4956)  0.00
H (0.8755, 2.0144, 7.7808)  0.00
H (2.9267, 0.5188, 5.4981)  0.00
H (1.2470, 1.0911, 5.1766)  0.00
H (1.7000, -0.6208, 5.2758)  0.00
H (3.2732, 1.7317, 10.7684)  0.00
H (2.5623, 2.8004, 9.8065)  0.00
C (-5.1201, 3.1244, 1.1071)  0.00
C (-6.3155, 2.1835, 0.9676)  0.00
C (-6.3709, 1.0327, 2.0225)  0.00
O (-7.5005, 0.1967, 1.6337)  0.00
C (-7.5161, -1.1025, 2.1945)  0.00
N (-7.4946, 2.9839, 1.2324)  0.00
H (-5.0946, 3.6766, 2.0465)  0.00
H (-5.0178, 3.8417, 0.2927)  0.00
H (-4.2556, 2.4637, 1.0422)  0.00
H (-6.3374, 1.6414, 0.0222)  0.00
H (-6.5815, 1.3470, 3.0448)  0.00
H (-5.3956, 0.5672, 1.8806)  0.00
H (-6.6492, -1.6665, 1.8501)  0.00
H (-8.4736, -1.6178, 2.1187)  0.00
H (-7.2999, -1.0424, 3.2612)  0.00
H (-7.4267, 3.4534, 2.1241)  0.00
H (-8.3456, 2.4640, 1.3921)  0.00

Cartesian forces (eV/Å) of the 2 atoms listed first:
Ni 0.414 2.242 -0.706
K -0.193 0.051 0.438

- E_HOMO (alpha / beta) (eV) = -9.18 / -9.18
- E_tot (eV) = -272553.113
- <S²> = 2.004
- 2S+1 = 3
- charge = +1